The following is a quantum chemistry calculation of C20H26O4 in the gas phase, from OMol25.

Output
relative energy (zero: lowest compared OMol25 entry of this formula, charge and spin): 2.3 kcal per mole
frontier orbital gap: 8.82 eV
lowest unoccupied orbital energy: 0.11 eV
net charge: 0
electronic energy: -29351.0186 eV
structure (SMILES): C=C1CC[C@H](C)[C@](C)(CCC2=CCOC2=O)C/C=C\C=C/1C(=O)O

Geometry (Å):
1 O 5.338951 0.057080 -1.863388
2 O -4.073145 -1.108083 -1.443365
3 O -5.479747 0.333178 -0.458754
4 O 5.725428 1.813566 -0.551017
5 C 1.246176 0.836123 1.899074
6 C -1.148754 -2.625103 0.952252
7 C 3.611961 1.058274 1.068783
8 C -4.051557 2.130684 -0.290205
9 C 0.496730 0.904273 0.615148
10 C -4.281198 -0.021412 -0.979233
11 C -1.731895 0.159369 1.470976
12 C 5.014516 0.885266 -0.857262
13 C -0.039097 -1.576339 0.798466
14 C -3.358790 1.141659 -0.857043
15 C 2.553431 -0.294483 -2.113211
16 C -1.958768 1.127044 -1.363038
17 C -1.147793 -0.116739 -0.971462
18 C 2.444525 -1.644508 -0.016212
19 C 2.867615 -0.445967 -0.829568
20 C -0.611864 -0.163980 0.471897
21 C 1.000398 -2.136762 -0.191252
22 C -5.439491 1.667564 0.000918
23 C 3.759105 0.518501 -0.160154
24 C 2.569610 0.922433 2.059787
25 H 2.947173 0.970969 3.076037
26 H 1.184787 0.837938 -0.221887
27 H -0.709628 -3.589230 1.200653
28 H -2.643327 -0.374419 1.218022
29 H -1.452572 2.043548 -1.055734
30 H 2.634088 -1.452621 1.039916
31 H 0.667312 -1.986124 -1.214670
32 H 1.949863 -1.010537 -2.643239
33 H 0.023393 1.891320 0.573512
34 H -1.442719 -0.121781 2.481135
35 H -1.838034 -2.369271 1.750243
36 H 2.881289 0.558621 -2.681671
37 H -1.951610 1.224503 1.469242
38 H -2.018733 1.135061 -2.456377
39 H -0.296586 -0.161355 -1.651365
40 H 1.023115 -3.216865 -0.031503
41 H 0.456786 -1.489347 1.773314
42 H -6.201397 2.251742 -0.527992
43 H -1.715944 -2.742553 0.032903
44 H -1.774663 -0.987588 -1.156006
45 H 6.177988 0.343231 -2.256785
46 H 4.441029 1.679455 1.394478
47 H 0.634244 0.791322 2.791013
48 H 3.114864 -2.456761 -0.316584
49 H -5.674462 1.684641 1.071705
50 H -3.722620 3.124474 -0.050502

Forces on atoms 1 to 6 (eV/Å):
O 0.04 -0.36 -0.31
O -0.11 0.06 0.03
O -0.35 -0.41 -0.01
O -0.01 -0.03 -0.05
C 0.14 0.18 -0.04
C 0.15 0.17 0.10

Results of the natural (NBO) charge analysis, in e, for atoms 1 through 6: -0.681, -0.574, -0.477, -0.606, -0.098, -0.608

=====

The following is a quantum chemistry calculation of a molecular structure, C36H34As2I2N7OSe2Tl, from OMol25.

Output
relative energy (zero: lowest compared OMol25 entry of this formula, charge and spin): 12.9 kcal per mole
frontier orbital gap: 5.83 eV
lowest unoccupied orbital energy: -0.79 eV
net charge: 0
electronic energy: -323627.4704 eV

Geometry (Å):
1 Tl 0.977233 0.052403 -0.037633
2 I 3.241939 -3.093086 -6.887759
3 I -1.570421 -3.677397 -3.368762
4 Se -4.546413 6.643950 -1.161243
5 Se 4.449537 -0.838164 0.932996
6 As -0.782628 -2.693292 1.232451
7 As -2.542451 -0.278962 -0.202075
8 O -0.067599 -1.316745 -1.896289
9 N 5.145820 0.651051 3.295834
10 N -0.437855 2.644072 1.100441
11 N -3.645317 5.582629 -2.257450
12 N -3.754851 6.036952 0.301988
13 N 2.321283 -0.101248 -2.356499
14 N 5.036985 -1.470006 3.669723
15 N -0.369587 2.102114 -1.599124
16 C -0.462165 2.854970 2.404156
17 C 2.180431 -2.466230 -5.187475
18 C -2.048587 4.379493 0.821215
19 C -2.722393 -2.938818 0.993839
20 C 0.979580 -3.069811 -4.913929
21 C 5.361362 -0.860149 4.873844
22 C -4.819092 -2.113568 0.135052
23 C 4.825472 -2.896892 3.490603
24 C 4.893154 -0.540687 2.688211
25 C -4.743642 -4.261014 1.198796
26 C -1.253135 3.831279 3.005411
27 C 4.319333 0.170158 -3.622796
28 C -1.157622 3.103881 -1.155965
29 C 3.477921 0.490966 -2.543664
30 C -0.331272 1.857590 -2.902072
31 C -2.053451 4.603490 2.196720
32 C 5.429381 0.459749 4.640856
33 C -1.031745 2.600386 -3.848903
34 C -1.844259 3.613387 -3.409761
35 C -2.898535 5.135184 -0.089704
36 C 3.921249 -0.791412 -4.508008
37 C 0.225106 -2.690378 -3.800840
38 C -2.837388 4.881592 -1.511561
39 C -3.380399 -4.097494 1.407256
40 C -1.213347 3.380480 0.303710
41 C 0.616434 -1.679812 -2.903860
42 C -0.931670 -1.485989 2.791237
43 C 1.905942 -1.066948 -3.214728
44 C -1.932797 3.865184 -2.041115
45 C -3.454995 -1.933540 0.347964
46 C 5.081437 1.943207 2.636876
47 C -0.377411 -4.286253 2.312330
48 C -5.468289 -3.264282 0.558683
49 C -3.001793 -0.249549 -2.099925
50 C -3.934537 0.992545 0.386679
51 C 2.684370 -1.455608 -4.338081
52 H -4.036628 -0.557681 -2.253458
53 H -2.333267 -0.923525 -2.637941
54 H 4.951775 -3.133205 2.438698
55 H -0.988683 -4.342417 3.214050
56 H 0.674891 -4.232533 2.594269
57 H 5.270708 0.676394 -3.736324
58 H -4.068272 0.929422 1.467346
59 H -2.868428 0.765397 -2.478293
60 H 5.552337 -3.445794 4.085438
61 H 5.517873 -1.422158 5.780026
62 H -1.328393 -0.524198 2.467356
63 H -5.395200 -1.350993 -0.377575
64 H -2.826986 -4.898429 1.880932
65 H 4.142951 2.447403 2.866456
66 H 5.916938 2.560639 2.961683
67 H 0.056753 -1.326398 3.224397
68 H 0.176648 2.208527 3.002556
69 H 0.279372 1.014192 -3.202993
70 H 5.661184 1.274966 5.306396
71 H -3.626363 2.008969 0.133209
72 H -0.515743 -5.186254 1.713597
73 H 3.764678 1.244828 -1.813197
74 H 3.817619 -3.177764 3.795165
75 H -5.234964 -5.169269 1.528055
76 H -4.888122 0.795689 -0.101865
77 H -6.531731 -3.381438 0.388478
78 H -2.434458 4.214859 -4.090710
79 H -1.236379 3.970152 4.077588
80 H -2.692158 5.380369 2.599563
81 H 5.138275 1.779129 1.565196
82 H 0.606133 -3.848862 -5.565594
83 H -0.940472 2.364516 -4.900900
84 H -1.595662 -1.912387 3.543902
85 H 4.555444 -1.061487 -5.343139

Forces on atoms 1 to 6 (eV/Å):
Tl -0.19 -0.10 -0.05
I -0.06 0.04 0.10
I 0.14 -0.04 -0.07
Se -0.50 0.44 -0.12
Se 0.02 0.01 -0.07
As -0.07 0.00 0.30

Results of the Mulliken charge analysis, in e, for atoms 1 through 6: 1.026, 0.013, -0.010, 0.233, -0.382, 0.552